{
  "formula": "C40H32CaClN4O3SSi",
  "method": "the ωB97M-V functional and the def2-TZVPD basis",
  "species": ["Ca", "Cl", "S", "Si", "O", "O", "O", "N", "N", "N", "N", "C", "C", "C", "C", "C", "C", "C", "C", "C", "C", "C", "C", "C", "C", "C", "C", "C", "C", "C", "C", "C", "C", "C", "C", "C", "C", "C", "C", "C", "C", "C", "C", "C", "C", "C", "C", "C", "C", "C", "C", "H", "H", "H", "H", "H", "H", "H", "H", "H", "H", "H", "H", "H", "H", "H", "H", "H", "H", "H", "H", "H", "H", "H", "H", "H", "H", "H", "H", "H", "H", "H", "H"],
  "xyz": [[-1.592811, -0.070708, 1.237115], [2.365088, 5.036856, 4.510800], [-3.660839, 2.296497, -0.728984], [0.972522, 0.194426, -0.531183], [-3.824440, 2.983030, 0.525525], [-4.776805, 2.295636, -1.647228], [-1.888014, 1.281623, 3.023226], [0.157910, -0.664180, 2.914893], [-1.625604, -2.546965, 2.250102], [-2.683723, -1.358119, -0.709241], [-3.097779, 0.836663, -0.408527], [1.117363, 3.897000, 4.057457], [4.406198, -2.021022, 0.669806], [4.418727, 0.082289, 1.814767], [3.250121, 0.437793, 1.155034], [-2.309001, -4.829457, 2.019308], [3.241897, -1.647704, 0.003748], [-3.118041, -0.211447, -1.282585], [2.240762, -3.762142, 3.107963], [-1.159563, 3.482578, 3.414091], [-0.037687, 4.162498, -2.782908], [-3.483313, -0.176727, -2.646962], [0.608637, -1.984007, 2.913421], [-2.538218, -3.441475, 1.965826], [0.800986, 0.249634, 3.544055], [-0.381134, -2.969331, 2.602118], [0.596338, 0.218341, -3.377916], [0.413684, 1.633393, 3.597164], [-2.603052, -2.465430, -1.450316], [1.903011, -2.396944, 3.113944], [-3.393593, -1.339173, -3.376438], [-2.954482, -2.519562, -2.779399], [0.471277, -2.521286, -3.723382], [-1.212303, 3.492104, -0.780787], [0.706016, -1.980079, -2.464437], [1.294697, -4.724578, 2.895416], [-0.095513, 4.023927, -1.396413], [-0.170178, 4.364597, 3.754618], [1.207133, 4.701577, -3.436225], [-2.296449, 3.090297, -1.553752], [-1.058743, -5.274565, 2.337505], [0.279660, -1.688187, -4.816780], [-0.038125, -4.342829, 2.626133], [1.395981, 2.561757, 3.993457], [0.331870, -0.310987, -4.634123], [-2.267856, 3.237620, -2.927908], [0.795426, -0.598814, -2.255590], [-0.929954, 2.073185, 3.318782], [5.001148, -1.161031, 1.583666], [2.624740, -0.412651, 0.229566], [-1.139720, 3.773989, -3.536738], [-3.661188, -1.332725, -4.426791], [-2.858648, -3.439064, -3.339507], [2.814596, 1.414784, 1.350098], [-3.505888, -3.063460, 1.653859], [-1.112464, 3.877051, -4.615866], [0.084193, -2.105803, -5.797407], [1.357113, 5.754966, -3.190242], [0.633604, 1.297554, -3.257287], [0.169602, 0.354628, -5.474897], [0.800179, -2.657501, -1.620222], [1.427722, 1.578667, -0.920272], [2.394476, 2.207962, 4.226759], [1.710823, 0.001067, 4.101497], [1.153167, 4.611294, -4.521463], [-1.253183, 3.382416, 0.297017], [1.551154, -5.777325, 2.897950], [4.852760, -2.988577, 0.466094], [0.758543, 4.309712, -0.793202], [-0.373566, 5.427089, 3.798942], [0.418263, -3.597691, -3.845309], [2.815179, -2.337372, -0.716496], [-3.127893, 2.941966, -3.515313], [-2.159163, 3.826161, 3.179372], [3.275223, -4.040606, 3.267151], [5.912679, -1.445130, 2.096061], [-2.225746, -3.347201, -0.940162], [4.878202, 0.776654, 2.510619], [2.692315, -1.667652, 3.236523], [-3.831378, 0.740364, -3.092456], [-3.114796, -5.511716, 1.784250], [-0.827276, -6.333234, 2.360993], [2.087131, 4.154832, -3.092002]],
  "forces_ev_per_a": [[0.0200, -0.2777, 0.2372], [0.0058, 0.0206, 0.0094], [0.1679, 0.1357, -0.0212], [-0.2111, 0.0785, 0.2381], [0.0646, -0.0881, -0.0025], [0.0040, -0.0831, -0.1035], [0.1345, 0.0228, -0.2661], [0.0218, 0.1986, -0.0984], [-0.1078, 0.1308, -0.1503], [0.0078, 0.0364, -0.0876], [-0.3305, 0.1718, 0.1622], [-0.0227, 0.0307, -0.0178], [-0.0359, 0.0440, -0.0271], [-0.0558, -0.0505, 0.0396], [0.0151, -0.0403, 0.0163], [-0.0062, -0.0958, 0.0039], [0.0361, 0.0103, 0.0696], [0.0384, 0.0536, -0.1270], [-0.0106, -0.1353, 0.0116], [-0.0012, -0.0291, -0.0068], [-0.0255, -0.0240, -0.0412], [0.0640, -0.2412, 0.0516], [0.0213, -0.1608, -0.0176], [0.0342, 0.0448, 0.0137], [0.0911, -0.0931, 0.0959], [0.0874, -0.1730, 0.0010], [-0.0299, -0.0313, -0.0040], [-0.2098, 0.1946, -0.0047], [-0.0109, 0.0999, 0.0642], [-0.0091, 0.0959, -0.0084], [-0.0308, 0.0720, -0.0162], [0.0161, -0.0647, -0.0101], [0.0248, 0.0446, 0.0414], [0.0050, 0.0209, -0.0184], [-0.0169, 0.0044, -0.0624], [0.1229, 0.0294, 0.0330], [-0.0030, 0.0065, 0.0095], [0.0154, -0.0392, 0.0220], [-0.0301, -0.0162, 0.0019], [-0.0261, -0.0262, 0.1182], [-0.0425, 0.0435, -0.0074], [0.0214, 0.0276, 0.0318], [-0.0933, 0.1413, -0.0427], [-0.0114, -0.0890, -0.0177], [0.0133, -0.0278, 0.0387], [-0.0812, -0.0142, -0.0557], [0.0164, 0.0108, -0.1187], [0.1524, 0.0324, 0.0940], [-0.0274, 0.0158, -0.0518], [0.0992, -0.0153, -0.0345], [0.0784, 0.0088, 0.0394], [0.0072, 0.0142, 0.0035], [0.0043, 0.0064, 0.0072], [-0.0051, -0.0117, 0.0019], [-0.0001, 0.0147, -0.0035], [0.0045, 0.0039, 0.0003], [-0.0055, 0.0005, -0.0006], [0.0034, 0.0027, 0.0024], [0.0084, -0.0365, 0.0004], [0.0027, -0.0032, -0.0022], [-0.0065, 0.0021, 0.0106], [0.0014, -0.0224, -0.0365], [-0.0076, -0.0112, -0.0051], [0.0196, -0.0246, -0.0192], [0.0010, 0.0089, 0.0084], [0.0159, 0.0025, -0.0193], [0.0116, 0.0100, 0.0002], [0.0045, 0.0072, 0.0041], [-0.0018, 0.0028, -0.0095], [0.0017, 0.0042, -0.0001], [-0.0048, -0.0016, -0.0048], [0.0012, 0.0081, 0.0138], [0.0175, 0.0052, 0.0202], [-0.0057, -0.0019, -0.0106], [-0.0131, 0.0005, -0.0107], [0.0002, -0.0027, 0.0005], [0.0018, -0.0036, 0.0107], [-0.0017, -0.0083, -0.0073], [0.0110, 0.0398, -0.0036], [-0.0165, -0.0050, 0.0321], [0.0191, -0.0097, 0.0016], [-0.0116, -0.0035, -0.0034], [-0.0065, 0.0010, -0.0060]],
  "de_lowest_kj_mol": 0.0,
  "lumo_ev": 1.7,
  "charge": -1,
  "multiplicity": 1
}

{
  "formula": "C13H23BF4NPTc",
  "method": "the ωB97M-V functional and the def2-TZVPD basis",
  "species": ["Tc", "P", "F", "F", "F", "F", "N", "C", "C", "C", "C", "C", "C", "C", "C", "C", "C", "C", "C", "C", "B", "H", "H", "H", "H", "H", "H", "H", "H", "H", "H", "H", "H", "H", "H", "H", "H", "H", "H", "H", "H", "H", "H", "H"],
  "xyz": [[0.048147, -0.040060, 1.545851], [1.944848, -0.633436, 0.585608], [-0.203707, 0.811938, 3.293645], [-0.256944, 1.286954, 5.671281], [1.286379, -0.262451, 4.903848], [-0.981347, -0.798086, 4.955054], [-2.489357, -1.114202, -1.298483], [2.038947, -1.374161, -1.076183], [-0.787228, 2.730658, -1.855894], [1.591351, 2.709292, -1.496179], [-2.446317, -0.232877, -0.195129], [0.150029, 1.255934, -0.179882], [-2.351619, 1.254230, -0.586702], [1.430592, 1.713833, -0.539204], [-0.966215, 1.737152, -0.882520], [2.597014, 1.068997, 0.144072], [3.331314, -1.407640, 1.411538], [-3.194711, -2.354756, -1.134998], [0.483046, 3.203657, -2.186661], [-1.494553, -1.097165, -2.326396], [-0.006293, 0.148748, 5.001058], [-2.782704, 1.830417, 0.248510], [-1.620584, -0.518038, 0.563850], [1.410744, -0.834720, -1.792482], [-3.009712, 1.420617, -1.451578], [2.884524, 1.570940, 1.080919], [-1.668880, 3.126131, -2.351723], [3.490129, 0.964964, -0.485408], [3.456008, -0.973108, 2.408881], [-3.400649, -0.395372, 0.334775], [-0.555973, -1.587903, -2.019372], [0.696699, -1.472199, 2.051984], [-3.418068, -2.776015, -2.122056], [4.242909, -1.266810, 0.816756], [-1.894208, -1.657692, -3.184176], [-1.263105, -0.075208, -2.646715], [0.609612, 3.952567, -2.965584], [1.713026, -2.418804, -1.029006], [3.116754, -2.477997, 1.509342], [3.078473, -1.330119, -1.429936], [-0.655447, -1.499667, 1.573833], [-4.131775, -2.166656, -0.599534], [2.595040, 3.079756, -1.696964], [-2.616199, -3.101649, -0.568041]],
  "forces_ev_per_a": [[-1.6907, 1.6614, 2.3926], [3.9395, 1.2482, -2.8392], [-0.1160, -0.3804, -1.3449], [0.1825, -0.7947, -0.5944], [-0.7394, 0.0985, -0.3298], [0.7457, 0.5326, -0.3021], [1.4719, -1.6500, 0.1064], [-0.6382, -0.5004, -0.1980], [0.0435, -0.2850, 0.2730], [-0.0154, 0.0568, -0.1505], [-1.0488, 1.4447, 1.4865], [0.7568, -1.2124, -0.0054], [-0.4140, -0.1541, 0.0590], [0.1500, 0.2416, 0.2293], [-0.0356, 0.2912, -0.1447], [-0.1020, -0.4902, 0.5295], [-0.3221, -0.4739, 0.7472], [-1.2384, -0.1527, -0.4382], [0.1030, -0.1241, 0.4662], [-0.1782, 0.3145, -1.3632], [-0.1305, 0.0109, 1.5772], [0.0750, -0.1785, -0.2325], [-1.3611, -0.2322, -1.3457], [0.1511, -0.0026, 0.2278], [0.1144, 0.0528, 0.2530], [-0.0353, 0.0227, -0.2786], [0.1268, -0.0421, -0.0489], [-0.1888, 0.0916, 0.1466], [0.0986, -0.1446, -0.0869], [0.4979, 0.1057, 0.0702], [-0.3287, 0.0543, 0.2715], [-0.4269, 0.4213, -0.4937], [0.0824, 0.0255, 0.2656], [-0.2985, 0.0398, 0.0828], [0.2572, 0.1731, 0.2299], [0.0067, -0.1506, 0.2159], [-0.0538, -0.1309, 0.1888], [0.1528, 0.0640, -0.1357], [0.2362, 0.0921, 0.1171], [-0.2312, -0.0492, 0.2986], [0.2643, 0.0052, 0.2464], [0.1884, -0.1364, -0.0289], [-0.2342, -0.0572, -0.1214], [0.1829, 0.2938, 0.0017]],
  "de_lowest_kj_mol": 11.5,
  "s_squared": 3.7873,
  "lumo_ev": [-9.0, -10.8],
  "charge": 2,
  "multiplicity": 4
}

Q: What is the formula in the second record?
A: C13H23BF4NPTc

Q: Which of these has the lowest multiplicity?
A: C40H32CaClN4O3SSi

Q: The highest multiplicity belongs to which entry?
A: C13H23BF4NPTc

Q: Which of these has the lowest multiplicity?
A: C40H32CaClN4O3SSi